[1]
The following is a quantum chemistry calculation of a structure of composition AlF4N2O8S4 in a non-equilibrium geometry, from OMol25.

XYZ file:
```
19
Properties=species:S:1:pos:R:3
Al -2.3132 -0.0127 -0.6781
N -0.1383 -1.9056 -1.0749
S 1.2160 -2.1836 -0.5016
O 2.3719 -1.8060 -1.3366
O 1.4431 -3.3237 0.3981
F 1.1771 -0.9455 0.6463
S 0.0802 -3.1160 -2.2430
O -0.3712 -4.4855 -1.9623
O 1.0331 -2.8855 -3.3488
F -1.1867 -2.6720 -3.1426
N -0.8024 1.9881 0.6852
S -0.1167 1.7583 2.2934
O -0.5854 2.7109 3.3195
O 1.1912 1.1994 2.3932
F -1.1095 0.5286 2.6246
S -0.5015 3.4029 0.7155
O 0.9096 3.8314 0.8743
O -1.5729 4.2301 1.1939
F -0.7242 3.6866 -0.8560
```

* HOMO energy (alpha / beta): -10.301 / -10.301 eV
* expectation value of S²: 0.763
* 2S+1: 2
* orbital gap (alpha / beta): 7.58 / 3.15 eV
* E_tot: -80157.5148 eV

=====

[2]
The following is a quantum chemistry calculation of a structure of composition AlH14O7 in a non-equilibrium geometry, from OMol25.

XYZ file:
```
22
Properties=species:S:1:pos:R:3
Al -17.0210 -23.8539 -9.3850
O -14.6337 -23.5486 -10.8335
H -14.3094 -23.9947 -11.6361
H -14.1121 -22.7264 -10.7713
O -15.0605 -23.0314 -7.7185
H -15.3447 -22.8891 -6.7983
H -14.2770 -22.4600 -7.8485
O -16.6826 -25.4132 -7.1173
H -15.9896 -25.7087 -6.4890
H -17.3446 -26.1321 -7.1290
O -17.6262 -22.4960 -6.9589
H -17.6530 -21.6339 -6.5007
H -17.7429 -23.1609 -6.2565
O -16.6864 -25.4205 -11.6620
H -17.1243 -25.0352 -12.4460
H -15.8312 -25.7633 -11.9917
O -18.9208 -21.7910 -9.3084
H -18.8175 -20.8843 -9.6609
H -19.5689 -21.7231 -8.5813
O -19.2887 -24.2906 -10.8231
H -20.0425 -24.8416 -10.5325
H -19.4287 -24.1332 -11.7762
```

* HOMO energy: -23.116 eV
* orbital gap: 5.69 eV
* E_tot: -21122.2430 eV
* charge: +3

=====

[3]
The following is a quantum chemistry calculation of a structure of composition AlH4O2 in a non-equilibrium geometry, from OMol25.

XYZ file:
```
7
Properties=species:S:1:pos:R:3
Al 0.1768 0.1853 -0.1535
O -3.7584 3.8821 -1.4604
H -4.6881 3.6722 -1.5486
H -3.7130 4.8296 -1.5885
O 3.7626 -3.8848 1.5066
H 3.5269 -4.7047 1.9408
H 4.6932 -3.9797 1.3036
```

* HOMO energy: -23.445 eV
* orbital gap: 1.56 eV
* E_tot: -10712.4932 eV
* charge: +3

=====

[4]
The following is a quantum chemistry calculation of a structure of composition AlH6O3 in a non-equilibrium geometry, from OMol25.

XYZ file:
```
10
Properties=species:S:1:pos:R:3
Al -13.8934 25.6994 18.4878
O -15.1929 26.0490 16.0491
H -14.8154 26.5382 15.2665
H -16.1549 25.9170 15.8494
O -16.6253 26.2357 19.1184
H -17.3462 26.3298 18.4439
H -17.0925 26.1992 19.9920
O -14.9801 24.2240 20.5579
H -14.7682 23.2895 20.8545
H -15.2409 24.7102 21.3873
```

* HOMO energy: -26.410 eV
* orbital gap: 4.77 eV
* E_tot: -12794.1350 eV
* charge: +3

=====

[5]
The following is a quantum chemistry calculation of a structure of composition ArH14O7, from OMol25.

XYZ file:
```
22
Properties=species:S:1:pos:R:3
Ar 0.8641 -1.7278 0.4856
O -1.0745 1.2009 2.5308
H -1.0827 0.9894 1.5973
H -1.9562 0.9839 2.8338
O 1.8527 1.4839 2.3801
H 0.9919 1.0670 2.4199
H 2.0856 1.6413 3.2951
O 0.4051 -0.2423 -2.7482
H 1.3096 -0.4459 -2.9862
H 0.1562 0.4696 -3.3378
O -2.5606 -1.5687 0.4465
H -1.9186 -1.6365 -0.2603
H -3.0223 -0.7483 0.2734
O -0.8106 1.1445 -0.5551
H -0.5422 0.6200 -1.3095
H -1.7604 1.0339 -0.5117
O 3.7415 0.1793 0.8585
H 3.1565 0.7041 1.4051
H 3.9172 0.7311 0.0964
O -1.1553 -2.2909 -2.1205
H -1.9872 -2.0733 -2.5410
H -0.6098 -1.5154 -2.2522
```

* HOMO energy: -10.537 eV
* orbital gap: 10.36 eV
* E_tot: -28914.2347 eV

=====

[6]
The following is a quantum chemistry calculation of a structure of composition ArH20HeO10 in a non-equilibrium geometry, from OMol25.

XYZ file:
```
32
Properties=species:S:1:pos:R:3
He 1.8234 1.5181 -3.0438
Ar -0.0957 0.4257 -0.3682
O 1.2236 -1.0413 2.5414
H 0.5814 -0.3821 2.8047
H 1.7426 -1.1991 3.3300
O -2.7154 -0.0151 1.7705
H -2.7369 -0.4529 0.9196
H -3.2353 0.7788 1.6452
O -1.0173 -1.6161 -3.6303
H -1.0059 -1.3332 -4.5446
H -1.7552 -1.1456 -3.2427
O -2.5300 -1.6666 -0.6707
H -2.5368 -0.7924 -1.0606
H -1.6395 -1.7732 -0.3361
O 1.4325 -2.4633 -2.3691
H 0.5899 -2.4351 -2.8223
H 1.9159 -1.7126 -2.7140
O 0.0855 -2.6671 0.4768
H 0.6757 -2.7155 -0.2753
H 0.5425 -2.1078 1.1049
O -0.6929 0.8674 3.4504
H -1.5713 0.7870 3.0788
H -0.8408 1.0609 4.3761
O -1.8237 3.2157 -1.9079
H -2.1759 2.7147 -2.6435
H -2.2880 2.8768 -1.1425
O 3.8017 0.3828 1.3355
H 4.4513 0.1189 1.9871
H 2.9584 0.1957 1.7479
O 2.1230 3.4245 -0.2761
H 2.7388 4.1354 -0.0982
H 1.9745 3.0165 0.5770
```

* HOMO energy: -10.788 eV
* orbital gap: 10.67 eV
* E_tot: -35233.3085 eV

=====

[7]
The following is a quantum chemistry calculation of a structure of composition ArH22O11, from OMol25.

XYZ file:
```
34
Properties=species:S:1:pos:R:3
Ar -0.7528 0.2117 0.3035
O 1.7047 1.8805 1.1789
H 2.5021 2.3810 1.3515
H 1.3544 2.2578 0.3720
O -3.9447 1.1385 2.5473
H -3.3762 1.8899 2.7162
H -3.4885 0.3978 2.9466
O 1.6909 -0.7564 -3.2140
H 1.7941 -0.4198 -2.3238
H 0.8220 -1.1580 -3.2194
O 2.8494 0.4406 -0.8229
H 2.5873 0.4154 0.0973
H 3.5853 -0.1689 -0.8797
O -0.1910 -1.6667 4.3957
H 0.2857 -1.3389 3.6331
H -1.1137 -1.5435 4.1731
O 1.5852 -0.8588 2.3559
H 2.4722 -0.8245 2.7141
H 1.4029 0.0395 2.0800
O -1.4221 1.7240 -2.5900
H -0.8247 1.6345 -3.3325
H -0.8914 2.1255 -1.9020
O -3.0830 -0.5562 -2.5745
H -2.4138 0.1086 -2.7377
H -3.1605 -1.0273 -3.4040
O -1.4343 -2.7727 -1.0908
H -1.9172 -2.0857 -1.5504
H -2.0157 -3.5326 -1.1160
O 1.8453 -3.2921 0.6156
H 1.9718 -2.4460 1.0450
H 0.8959 -3.3779 0.5295
O 0.3485 3.3576 -0.8024
H 0.8482 4.1578 -0.9640
H -0.5163 3.6654 -0.5310
```

* HOMO energy: -10.671 eV
* orbital gap: 10.33 eV
* E_tot: -37234.5305 eV

=====

[8]
The following is a quantum chemistry calculation of a structure of composition As4F25Mn2 in a non-equilibrium geometry, from OMol25.

XYZ file:
```
31
Properties=species:S:1:pos:R:3
Mn -2.7641 11.8487 -17.0645
Mn -5.7951 8.1798 -21.1773
As -10.3743 11.4214 -19.5066
F -9.1888 12.7391 -19.4219
F -9.0084 10.3597 -20.1047
F -11.4249 10.0063 -19.7170
F -11.7074 12.4665 -18.8853
F -10.6019 11.8506 -21.2998
F -9.9639 11.1040 -17.7842
As 0.9848 10.4551 -21.3953
F -0.6792 10.1501 -22.0243
F 1.9512 9.6898 -22.6401
F 2.5135 10.8229 -20.6436
F 0.1509 11.1223 -19.8927
F 0.9769 8.8200 -20.6595
F 1.0439 12.0327 -22.2425
As -5.4537 12.7943 -24.8519
F -5.5585 11.4998 -23.5964
F -6.4196 13.8976 -23.7270
F -5.4419 14.0196 -26.1438
F -4.7346 11.5327 -25.8633
F -7.0527 12.1711 -25.5984
F -4.0131 13.4154 -23.9309
As -0.5400 7.3258 -14.4383
F -0.6944 8.1102 -12.8890
F -2.2304 6.7847 -14.4127
F -0.2243 6.6387 -16.0995
F 1.1822 7.8309 -14.3879
F 0.0668 5.7519 -13.7250
F -1.0266 8.9185 -15.1764
F -4.3726 9.9438 -18.8035
```

* HOMO energy (alpha / beta): -9.647 / -9.648 eV
* expectation value of S²: 30.010
* 2S+1: 11
* orbital gap (alpha / beta): 2.43 / 2.83 eV
* E_tot: -373930.9987 eV
* charge: -1

=====

[9]
The following is a quantum chemistry calculation of a structure of composition AsF6H20O10 in a non-equilibrium geometry, from OMol25.

XYZ file:
```
37
Properties=species:S:1:pos:R:3
As -19.5977 -6.0133 11.6804
F -20.8037 -6.5039 10.4754
F -18.4853 -5.7607 10.2981
F -18.2815 -5.4888 12.7900
F -20.7687 -6.3145 13.0203
F -18.9347 -7.6875 11.7957
F -20.1420 -4.2803 11.4963
O -16.6098 -2.5947 8.6479
H -15.9189 -2.7548 8.0051
H -17.0858 -3.4235 8.7002
O -21.1690 -6.4696 18.1498
H -21.4829 -5.6235 17.8306
H -20.2633 -6.3060 18.4126
O -20.9314 -11.0792 10.2078
H -20.4069 -10.8059 10.9604
H -21.4373 -11.8267 10.5265
O -20.3333 1.1387 11.5494
H -19.8243 0.4582 11.9898
H -20.8958 1.4991 12.2349
O -23.4750 -7.8764 7.1526
H -23.0912 -7.7475 8.0199
H -22.8424 -8.4253 6.6893
O -16.2136 -8.9100 16.1638
H -15.2869 -8.6720 16.1914
H -16.4100 -9.0021 15.2315
O -18.0276 -7.5108 6.5620
H -18.5795 -7.3140 7.3189
H -17.1363 -7.3322 6.8620
O -17.6092 -1.4189 13.3832
H -17.7676 -2.2877 13.7524
H -17.1765 -1.5889 12.5465
O -23.6567 -2.5390 10.4977
H -22.7086 -2.6078 10.6095
H -23.9691 -3.4430 10.5360
O -15.7120 -11.1586 12.0665
H -16.2609 -11.5505 12.7457
H -16.2483 -10.4551 11.7008
```

* HOMO energy: -8.991 eV
* orbital gap: 11.29 eV
* E_tot: -97949.1331 eV
* charge: -1

=====

[10]
The following is a quantum chemistry calculation of a structure of composition AsF6H80O40 in a non-equilibrium geometry, from OMol25.

XYZ file:
```
127
Properties=species:S:1:pos:R:3
As 23.9464 4.7778 -17.7003
F 25.5485 5.4765 -17.2558
F 23.4956 5.3121 -16.0121
F 22.2311 4.4021 -18.0766
F 24.6611 4.2628 -19.3177
F 24.4916 3.1392 -17.1354
F 23.5304 6.3965 -18.3932
O 22.5731 0.1954 -20.0312
H 21.9389 -0.4828 -20.2636
H 23.3699 -0.2867 -19.8101
O 24.6116 10.5188 -18.6445
H 24.8766 11.1504 -17.9759
H 23.9080 10.0159 -18.2342
O 22.5048 8.3666 -19.9828
H 21.7655 8.0662 -20.5115
H 22.6893 7.6368 -19.3916
O 26.4835 5.8800 -12.5562
H 27.2422 6.4142 -12.3211
H 26.5830 5.7217 -13.4949
O 27.2855 4.3257 -20.7644
H 26.4524 4.7446 -20.5480
H 27.1249 3.3910 -20.6346
O 19.3015 9.2938 -18.8435
H 20.1028 8.8612 -19.1385
H 19.0937 8.8717 -18.0099
O 19.4151 7.7583 -16.3368
H 18.5316 7.4177 -16.1969
H 19.9844 6.9946 -16.2429
O 23.3195 -0.3527 -16.4429
H 22.6598 -1.0202 -16.2545
H 22.8145 0.4147 -16.7117
O 20.2572 7.7813 -21.7688
H 20.1580 8.3498 -22.5325
H 19.4664 7.2420 -21.7667
O 18.7390 4.1644 -17.4718
H 19.4444 4.6152 -17.9359
H 19.1662 3.7680 -16.7125
O 17.1086 6.5321 -16.9619
H 16.7825 6.2026 -16.1245
H 17.7198 5.8597 -17.2628
O 24.4514 10.7512 -15.3849
H 24.4793 9.9693 -15.9363
H 23.5877 10.7239 -14.9732
O 24.9986 5.7162 -21.5901
H 25.3042 4.8326 -21.7956
H 24.3744 5.5939 -20.8749
O 24.9048 -1.0870 -19.1625
H 25.7595 -0.6693 -19.2685
H 24.6993 -0.9807 -18.2337
O 18.6826 2.4368 -15.4696
H 18.6350 1.5104 -15.2334
H 18.0440 2.8632 -14.8981
O 28.2445 5.0886 -15.1938
H 28.1852 5.4388 -16.0827
H 27.8510 4.2180 -15.2522
O 24.4795 3.3707 -12.8598
H 25.1173 2.7039 -12.6052
H 24.8902 4.2006 -12.6174
O 31.0412 5.2660 -16.8710
H 30.6531 4.4167 -16.6607
H 30.3005 5.8723 -16.8814
O 26.6168 2.8482 -15.1335
H 25.8963 3.1234 -15.7004
H 26.2373 2.1692 -14.5757
O 24.4736 9.6038 -21.9812
H 23.8921 9.4437 -21.2379
H 24.0944 9.0933 -22.6967
O 27.2954 8.4360 -14.1263
H 27.8202 8.6721 -13.3613
H 27.7206 7.6533 -14.4766
O 25.9620 2.0155 -20.0279
H 25.2546 2.4660 -19.5665
H 26.2514 1.3361 -19.4188
O 25.1126 8.2008 -15.7986
H 25.7266 8.4489 -15.1075
H 25.5337 7.4634 -16.2404
O 26.6929 8.0238 -21.0810
H 26.2625 7.1718 -21.1521
H 26.0618 8.6428 -21.4482
O 22.4425 8.8977 -16.8824
H 22.9357 8.2776 -16.3453
H 21.5303 8.7669 -16.6234
O 29.1595 7.9647 -20.3428
H 29.6852 7.5060 -20.9982
H 28.2582 7.8743 -20.6520
O 27.9138 6.3172 -17.5522
H 26.9713 6.1545 -17.5148
H 28.0916 6.4865 -18.4774
O 20.6385 7.7223 -12.9271
H 20.0134 6.9988 -12.8810
H 21.3665 7.3778 -13.4443
O 22.1578 9.9445 -14.0175
H 21.2083 9.9152 -13.9000
H 22.4771 9.1500 -13.5896
O 25.2416 0.1966 -14.5819
H 24.6344 0.0359 -15.3042
H 24.9355 -0.3765 -13.8790
O 21.5395 1.4892 -17.8726
H 21.5330 2.4364 -18.0107
H 22.0909 1.1479 -18.5767
O 28.4822 1.7567 -21.8238
H 29.1781 1.8852 -21.1793
H 27.6736 1.7823 -21.3121
O 21.9724 4.1744 -13.3149
H 21.6617 4.3492 -12.4266
H 22.7918 3.6949 -13.1925
O 20.7419 5.3816 -15.7257
H 20.4739 5.3649 -14.8069
H 21.4980 4.7960 -15.7658
O 23.2008 7.2100 -14.1194
H 24.0291 7.5834 -14.4206
H 23.0159 6.5048 -14.7397
O 27.0209 10.4704 -19.9241
H 26.1452 10.4509 -19.5382
H 27.1401 9.5953 -20.2931
O 20.3668 -0.0200 -15.7176
H 19.9747 -0.7599 -16.1813
H 20.4202 0.6740 -16.3747
O 23.6620 6.4976 -11.3443
H 24.5238 6.5177 -10.9282
H 23.8488 6.4116 -12.2791
O 28.0282 2.1530 -17.4880
H 28.7846 2.2929 -16.9184
H 27.3562 1.7915 -16.9102
O 30.1957 3.3781 -20.0518
H 29.6175 4.0708 -19.7322
H 30.7065 3.1189 -19.2849
```

* HOMO energy: -7.165 eV
* orbital gap: 7.58 eV
* E_tot: -160353.6197 eV
* charge: -1

=====

[11]
The following is a quantum chemistry calculation of a structure of composition B10F40Li3 in a non-equilibrium geometry, from OMol25.

XYZ file:
```
53
Properties=species:S:1:pos:R:3
Li 14.8663 -20.5466 7.7023
Li 11.2453 -17.2220 6.9421
Li 12.7884 -19.2905 3.4564
B 14.9897 -22.5009 6.1690
F 15.3317 -21.2248 5.9327
F 16.0331 -23.3728 6.4616
F 14.0294 -22.4447 7.1652
F 14.2498 -22.9078 5.0664
B 15.3870 -19.2714 2.3612
F 16.7765 -19.1772 2.6815
F 14.9607 -17.9943 2.3688
F 15.1226 -19.7233 1.0751
F 14.6549 -19.8635 3.3546
B 8.2653 -16.9117 8.2504
F 8.1157 -15.4897 8.2536
F 9.3773 -17.1038 7.5037
F 8.4430 -17.3237 9.5403
F 7.1707 -17.3620 7.5599
B 11.8558 -15.9591 9.2708
F 10.8382 -15.5356 10.0286
F 11.8488 -15.2243 8.1597
F 12.9911 -15.6702 9.9582
F 11.8509 -17.3542 9.1208
B 9.0933 -20.2990 4.5783
F 9.6413 -19.0595 4.2988
F 8.1834 -20.1659 5.5952
F 8.4678 -20.6886 3.3859
F 10.0163 -21.2189 5.0030
B 17.1114 -19.2937 7.0420
F 15.8998 -18.7295 7.1541
F 18.0029 -18.4933 7.6981
F 17.0234 -20.5245 7.7304
F 17.5074 -19.4063 5.7499
B 11.9437 -16.2311 4.1227
F 12.0891 -17.5697 4.0273
F 11.1791 -15.8925 2.9813
F 11.3814 -15.8512 5.2991
F 13.1733 -15.6096 4.0923
B 12.2711 -21.8170 2.0328
F 10.8960 -21.9517 1.6974
F 12.8586 -20.9874 1.2210
F 12.3432 -21.2768 3.3125
F 12.9481 -23.0086 1.8385
B 12.6381 -19.1964 6.5682
F 12.8509 -19.7635 5.3226
F 13.1161 -19.9884 7.5417
F 13.1414 -17.9556 6.6550
F 11.2751 -19.0683 6.6892
B 14.7982 -19.4209 10.4761
F 14.8594 -20.4912 9.6367
F 13.4984 -19.0673 10.6785
F 15.2000 -19.8306 11.6616
F 15.5050 -18.3822 10.0102
```

* HOMO energy: 5.769 eV
* orbital gap: 6.79 eV
* E_tot: -116122.4296 eV
* charge: -7

=====

[12]
The following is a quantum chemistry calculation of a structure of composition B2CsF4H4 in a non-equilibrium geometry, from OMol25.

XYZ file:
```
11
Properties=species:S:1:pos:R:3
Cs 1.8499 1.3489 0.3305
B 1.2550 -1.2241 -1.6018
H 1.4217 -1.9079 -2.4196
H 0.9402 -0.2565 -1.9608
H 0.4674 -1.5300 -0.9307
H 2.1455 -0.9746 -1.0459
B -1.6843 0.9224 1.5337
F -1.7771 0.1733 0.3545
F -0.9274 0.1355 2.4180
F -0.8015 1.9848 1.2295
F -2.8892 1.3282 2.0926
```

* HOMO energy: -5.378 eV
* orbital gap: 7.09 eV
* E_tot: -12842.0467 eV
* charge: -1

=====

Q: Which of these has the highest E_tot?
A: AlH4O2

=====

Repeat the sixth record exactly.
The following is a quantum chemistry calculation of a structure of composition ArH20HeO10 in a non-equilibrium geometry, from OMol25.

XYZ file:
```
32
Properties=species:S:1:pos:R:3
He 1.8234 1.5181 -3.0438
Ar -0.0957 0.4257 -0.3682
O 1.2236 -1.0413 2.5414
H 0.5814 -0.3821 2.8047
H 1.7426 -1.1991 3.3300
O -2.7154 -0.0151 1.7705
H -2.7369 -0.4529 0.9196
H -3.2353 0.7788 1.6452
O -1.0173 -1.6161 -3.6303
H -1.0059 -1.3332 -4.5446
H -1.7552 -1.1456 -3.2427
O -2.5300 -1.6666 -0.6707
H -2.5368 -0.7924 -1.0606
H -1.6395 -1.7732 -0.3361
O 1.4325 -2.4633 -2.3691
H 0.5899 -2.4351 -2.8223
H 1.9159 -1.7126 -2.7140
O 0.0855 -2.6671 0.4768
H 0.6757 -2.7155 -0.2753
H 0.5425 -2.1078 1.1049
O -0.6929 0.8674 3.4504
H -1.5713 0.7870 3.0788
H -0.8408 1.0609 4.3761
O -1.8237 3.2157 -1.9079
H -2.1759 2.7147 -2.6435
H -2.2880 2.8768 -1.1425
O 3.8017 0.3828 1.3355
H 4.4513 0.1189 1.9871
H 2.9584 0.1957 1.7479
O 2.1230 3.4245 -0.2761
H 2.7388 4.1354 -0.0982
H 1.9745 3.0165 0.5770
```

* HOMO energy: -10.788 eV
* orbital gap: 10.67 eV
* E_tot: -35233.3085 eV

=====

Q: Which value of E_tot does entry 4 give?
A: -12794.1350 eV

=====

Q: Look up the E_tot of the third one.
A: -10712.4932 eV